No. 1
8
Properties=species:S:1:pos:R:3 method="wB97M-V/def2-TZVPD" total_energy_ha=-940.94627 e_lumo_ev="-3.22 / -3.29" gap_ev="6.970 / 6.260"
C 1.29637 0.05168 0.20862
S -2.94954 0.76231 -0.88259
O -1.49352 -0.83980 0.59324
O 0.37425 -0.03807 1.02297
F 1.14132 1.05216 -0.80572
N -2.21824 -0.14404 -0.01974
F 2.55077 0.22550 0.56004
F 1.29859 -1.06974 -0.67682

***

No. 2
186
Properties=species:S:1:pos:R:3 method="wB97M-V/def2-TZVPD" charge=+1 total_energy_ha=-6114.48218 e_lumo_ev=-1.57 gap_ev=9.969
H -1.58311 0.45243 -7.97398
H -0.16149 2.17196 -8.27574
H -1.07631 0.78951 -6.38938
H -0.90729 5.35386 -7.50102
C -2.75752 -5.58997 0.55534
C -1.66920 1.19156 -7.20448
C 1.86232 5.06179 0.20958
C -0.15037 6.09075 1.04838
H 4.19067 -1.11920 2.32345
H 6.03187 -1.14106 -2.63031
H 8.14227 -1.99631 -0.28157
H -1.36728 -0.66417 0.87492
H 2.90738 4.87323 0.43331
C 3.69398 -2.94858 3.40270
H -0.20199 4.16937 2.98697
H -3.04086 -2.64554 -4.47603
H -1.45482 3.66759 -6.14545
H 1.65462 4.59319 -6.14805
H -2.56394 1.84093 -2.20716
C -4.74903 -3.12684 4.40009
H -4.60900 4.10962 4.41417
P 1.39109 1.36830 -4.16496
H 5.81787 -3.43928 1.25623
C -2.52245 -5.26432 1.99872
H 1.56373 5.72674 2.23414
F -2.76009 0.84142 2.35174
H -1.08995 2.94944 2.05332
F 2.91737 0.90799 2.54645
F 1.17427 -5.78810 -1.54312
P 1.34847 -4.64885 -0.43763
C -1.05502 2.46737 -7.78242
H 3.05212 -1.41972 -2.14172
H -0.82192 4.76252 -1.03829
H -2.44747 -3.77365 5.63119
C 4.36263 -4.20247 3.93346
H 1.28362 3.37032 1.36060
H -1.93567 -2.45970 2.93749
H -3.47424 -2.54377 -2.71582
C -2.76622 -2.17912 -3.51772
C 3.97779 -0.98206 -1.87320
C 0.69773 6.35541 -4.16911
H -3.46924 3.40542 -2.02960
F -5.42411 -0.43411 1.11778
F 1.63321 -3.50967 0.66735
H -2.18361 3.23172 4.32203
H 1.42985 -0.80475 4.35404
H 0.11625 2.95665 -6.22619
H -4.54195 0.15959 -2.68512
F 3.09733 3.23814 2.35409
C -5.60274 -5.39756 4.75094
H -1.52882 -4.90342 2.22288
H 9.70093 -0.57610 0.90657
H 1.09299 7.27139 -4.54382
N -3.71137 -4.13184 4.04445
C -1.67785 -1.68430 -0.81802
H -0.66552 6.61605 1.88109
H -2.26837 -2.49776 -0.53990
C -1.00551 4.01472 2.20095
H 0.45203 4.45754 -8.12802
H 4.11825 -5.06489 3.31444
F -4.48280 -0.19622 3.18873
H -1.04860 2.34775 -0.38370
H -4.58369 -4.73025 2.23587
H 0.07000 -2.69974 5.34339
H 1.50086 1.04636 -0.16995
C 5.52450 -2.66537 -1.12811
H -5.88569 -3.77872 6.15752
H 0.70834 3.22015 -0.35898
C 4.90534 -2.81651 1.20699
F 1.60456 2.20461 -5.52414
H 0.01314 6.52668 -3.40197
H 3.35453 -2.45963 4.29097
F 1.01458 -5.76885 0.71745
H 4.82051 -3.51548 -1.11465
H -2.04067 -6.30200 0.13017
H 5.41047 -4.11192 4.15747
H -4.07308 0.48675 -4.35054
C -0.10340 4.68074 -7.23108
H 3.14262 -1.59745 0.10782
C 4.61974 -2.09519 2.54726
H -3.65773 -5.35057 5.68640
N 5.21330 -1.86378 0.07352
C -1.71983 -2.46876 4.01471
H -4.92200 0.61600 -7.33464
C -4.12371 -0.27716 -3.55917
F 0.99170 0.63665 -2.73003
C 0.86555 5.32454 -6.32320
N -0.65500 3.43663 -6.71732
H -3.70420 -5.99530 0.46238
F 2.90149 -4.97089 -0.41483
H 2.80970 -3.28019 2.82702
O 0.11849 5.56243 -5.16049
H -3.09165 4.07094 1.97188
H 6.60798 -2.98144 -1.13364
F -4.84374 1.67554 2.09821
H -2.58452 -4.68749 -0.01865
C -1.42598 4.44391 -0.19195
H -3.90145 1.13114 -8.56925
C -2.45725 2.89736 -1.92889
H -5.05932 -2.66179 3.44527
H -4.27119 -2.34379 4.91674
H -2.39041 5.61318 2.39842
H 1.84164 5.47626 -0.80684
C 7.77569 -1.47130 0.59493
O -2.77571 -0.76960 -3.45027
H -2.36166 -0.91451 -1.26956
F 2.02236 -0.01222 -4.74192
H -1.69503 2.99912 -8.47469
H -1.74933 3.39416 -2.61460
H -2.52777 2.82994 0.25288
H 0.42977 -3.17598 3.78737
H 1.37729 6.23407 -6.66725
F 2.84287 1.10538 4.83331
C -2.45304 4.26298 4.08958
O 0.06142 -0.21563 -0.43631
C -4.08605 -5.39971 4.67107
H 3.96230 -0.07435 0.12399
H -0.52851 6.42627 0.03619
H 0.26866 1.00442 1.22993
P -4.10503 0.29350 1.70876
H 5.94617 -0.45337 1.32048
F -3.31885 -1.11129 1.47916
H -0.17828 -1.98826 0.60029
H -2.26731 -1.53698 4.38446
C 6.31265 -0.91839 0.43335
N -0.84968 -2.02212 -2.01229
O -3.00175 1.32439 -6.74022
H -0.77541 -2.41414 -3.99142
H -0.09968 -2.64772 -1.69480
H -3.70560 -6.35486 4.24525
H -1.45281 -3.78587 -3.08510
C 0.93455 3.91757 0.46786
H 4.98809 -2.43042 -3.23651
F 3.09455 3.35318 4.66762
H -6.87961 -3.66887 4.89626
H -4.84461 -1.04649 -3.85999
F 1.56797 -3.46676 -1.60320
H -4.05677 5.70799 4.76975
F 4.53323 1.94001 3.59490
C -0.77183 -1.15945 0.18958
C -2.32680 4.54478 2.60072
H 6.39171 -0.19309 -0.44777
C -1.43016 -2.66760 -3.18829
H 8.34358 0.28519 1.82076
N -0.44442 4.60565 0.95479
C -3.61045 -4.26585 2.53238
C 5.19226 -1.81133 -2.34051
C -3.86923 0.61509 -7.61467
F 1.31861 2.45578 3.58471
C -0.14958 -2.41733 4.28255
C 0.89166 0.41219 0.46702
C 1.36238 6.08398 1.23286
F -0.24466 -4.28144 -0.45963
C -1.89290 3.07947 -0.49334
H 8.54353 0.63123 0.20259
F -3.69317 0.78926 0.26206
H 1.84442 7.08796 1.16279
H -3.65473 4.57581 5.88992
H 3.79238 -4.41575 4.78696
P 2.96420 2.17101 3.59232
C -5.87106 -3.95240 5.10114
H 4.11685 -3.47074 0.85313
C -3.76060 4.65619 4.81889
H 5.54272 -1.89987 3.13218
H -2.67667 -6.17892 2.66169
H 1.46606 5.84433 -3.56169
H 0.54621 -0.87382 2.87823
H -5.98638 -6.12850 5.43578
H -3.62063 -3.24319 2.11109
H -3.55925 -0.35838 -7.76718
C 0.38127 -1.00377 3.99373
H -0.37556 -1.15100 -2.28331
H -1.56652 -4.50554 4.38352
H -6.03472 -5.74679 3.77276
H 7.85424 -2.23690 1.33173
H -1.61331 4.83821 4.57456
H -0.28697 -0.24550 4.36999
F 0.67381 2.75854 -3.65412
H 3.96443 0.03478 -2.27791
C -2.30753 -3.71502 4.54748
F -0.02849 0.88883 -4.72105
C 8.65162 -0.24529 0.89062
H -2.26011 5.13270 0.01422
F 2.76704 1.77825 -3.53844
H 1.55595 -0.25522 1.02655
C 3.98614 -1.06920 -0.34778

***

No. 3
132
Properties=species:S:1:pos:R:3 method="wB97M-V/def2-TZVPD" s_squared=3.761 spin_multiplicity=4 total_energy_ha=-11171.87898 e_lumo_ev="0.22 / 0.17" gap_ev="6.895 / 7.951"
H -3.43405 1.00606 1.22190
H 3.38446 4.44198 -2.53616
C -1.60067 -4.58186 -4.45237
O -1.76875 0.89490 -0.81002
H 1.68462 5.34566 -1.25031
C 3.23725 3.44790 -2.96177
C 0.50886 2.00105 4.36530
C -2.68390 -0.82501 2.15605
C -1.22520 1.19322 6.37071
N -0.69463 -1.01966 -4.14740
C 3.74132 3.37871 0.29105
S 0.92915 -3.39205 -1.63545
O -2.88309 2.30244 -2.12422
H 2.33403 -1.57523 5.66229
C -1.86301 -3.44660 1.37432
C -3.94628 5.75750 2.11780
C 0.09225 1.50955 6.68466
C -2.33601 3.47995 2.20778
H -1.90828 0.87878 7.14986
H -2.10063 -5.54804 -4.43996
H 1.10243 3.44951 -3.31541
C -2.90629 0.69159 2.12013
H -2.73927 3.32142 0.08835
C 1.83574 2.90205 -2.71629
H -3.26494 -4.05496 -0.84379
C -4.28406 -0.82919 -0.98915
H 0.26719 -3.60614 1.18932
O -4.39398 -0.02770 -5.70120
C -3.84130 0.60421 -4.83693
C -4.80038 -3.30338 -2.13547
H -1.82201 -3.92290 -2.39224
H 2.11047 -0.39558 -3.41396
H -1.65371 -6.78927 3.31690
C -0.25779 -4.63936 -5.21078
C -1.83305 0.41003 -3.09666
C 0.95911 1.92006 5.68062
C 2.82610 -0.59962 -0.85466
O -4.36843 1.72077 -4.33597
N -0.72402 -0.31893 -3.00546
H 5.26435 0.02123 1.58023
C 5.11095 -0.46767 -1.87766
H 0.40363 -5.73907 2.42106
C -2.51763 0.16641 -4.30440
H -3.61460 -1.34051 2.38779
C -2.53910 4.24140 3.35371
H 3.42864 3.52121 -4.03584
H 3.99800 2.78840 -2.54553
C -3.80563 -3.17298 -1.16991
C -0.63258 -4.06162 1.57786
H 3.19698 -3.16425 3.92299
C 5.39777 -0.21864 -4.25292
As -1.29176 1.83509 2.15948
H 2.33422 -0.27599 4.46682
H 3.65424 4.43169 0.01300
H -1.96268 -1.08933 2.93135
H 6.62043 -0.86053 2.30318
H 5.07327 -2.67119 3.02857
N 0.67114 -4.00181 -4.26904
H -4.58625 6.63075 2.08912
C -1.74049 -0.76502 -4.94810
C -2.19529 1.30136 -1.93541
C 5.54719 -0.66865 2.37669
H 6.04666 -0.11229 -5.11357
H -2.70577 1.04854 4.83740
H 4.97586 -2.42821 1.28315
H -3.98506 -3.58567 1.70910
H -4.18588 5.30681 0.02777
N 3.31531 -1.79051 2.38602
C -5.53790 -2.19566 -2.53164
C -2.94597 -5.24715 2.56559
H 1.98779 2.16736 5.91654
C 3.73404 -0.46983 -2.04571
H 5.35186 -0.18334 3.33518
As 0.99627 2.93735 -0.95438
H 1.66366 -4.17000 -4.31399
C 2.38201 2.69234 0.42029
H 1.65830 -2.45225 3.45267
H 1.19633 2.30606 3.58273
C -0.55913 -5.26440 2.27359
C -3.52894 -1.93471 -0.59466
H -6.30277 -2.28996 -3.29238
C 5.94551 -0.34097 -2.98204
V -0.08160 -0.09649 -0.37798
S 0.98372 -0.78062 1.72543
C -1.67314 1.28723 5.05655
H -2.07377 3.96002 4.28878
N 3.34089 -1.06393 0.24661
H 1.86527 3.05253 1.31129
H -0.07802 4.79027 1.22024
H -2.28724 -3.84837 -4.87384
C -0.81043 1.69324 4.03990
C -2.91696 3.88202 1.00298
H 2.50620 1.61940 0.57219
H 1.78464 1.86540 -3.04943
C 0.12471 -3.87985 -3.00997
C 0.82768 4.87237 -0.76804
H -0.05689 5.14347 -1.34583
H -0.29783 -4.08522 -6.14665
C 3.18843 -0.36607 -3.31315
C 4.01830 -0.23447 -4.42029
H -4.09181 0.14728 -0.57035
H 0.44059 1.43734 7.70767
H 3.58981 -0.13780 -5.40993
H -3.49250 5.96496 4.20566
H -5.86261 -0.09305 -2.24067
C -3.72697 5.01152 0.96396
H -3.53063 0.98752 2.96189
H 4.27803 3.33663 1.24345
H 0.35930 6.40606 0.69477
H -3.85115 -5.70455 2.94596
C 2.82219 -1.20703 4.75794
H 0.03875 -5.66335 -5.43487
C -3.01829 -4.04671 1.87098
C -5.28660 -0.96202 -1.94525
O 1.63400 -0.25158 -1.05035
C -3.34093 5.37813 3.30747
H -1.87090 -1.23319 -5.91120
H 5.51680 -0.55814 -0.87771
H 4.36741 2.89415 -0.45478
C 4.77343 -1.97236 2.24804
H 7.02008 -0.33276 -2.84871
H 3.86666 -0.99526 4.99872
C 2.60307 -1.23127 1.39789
H 0.08708 -1.63943 -4.31652
N -1.17472 -4.20356 -3.11258
H -4.99777 -4.27373 -2.57728
As -1.96596 -1.71416 0.52997
C -1.71260 -5.85621 2.77005
H -3.82300 2.06960 -3.57727
C 2.70451 -2.23187 3.64450
C 0.67321 5.36082 0.67077
H 1.61134 5.28744 1.22286

***

No. 4
34
Properties=species:S:1:pos:R:3 method="wB97M-V/def2-TZVPD" total_energy_ha=-1239.15729 e_lumo_ev=0.21 gap_ev=11.243
H 2.30611 -4.61271 1.24567
H 1.75709 -4.30557 -0.41732
O -0.31696 -3.97589 2.02406
C -1.48300 1.72015 -2.41916
C -2.29187 2.33232 -4.44245
B -1.37548 0.36147 1.09158
F 3.21229 2.51596 0.92693
O -2.68965 2.25272 -5.55644
H -1.88551 1.25797 -1.52587
O 0.40292 2.37977 1.20189
H -1.01888 3.27953 2.67560
C 3.31498 1.29531 1.49450
C -1.66932 3.22762 -2.46020
O 1.28074 -2.84723 0.97561
C 0.29031 -2.78185 1.89051
O -1.84168 1.63311 1.39561
C 1.49279 -4.22333 0.63249
C 2.13380 0.42899 1.19428
H -0.81485 3.78710 -2.09001
B 0.75285 1.07971 0.85799
O -0.25296 0.32342 0.27405
H -0.43950 1.42524 -2.53882
H -0.55701 -4.80442 0.15425
H 1.96198 -0.18818 2.08001
H -2.56891 3.54790 -1.93196
C 0.15003 -4.84439 0.98350
O -2.21788 1.29786 -3.57127
O 4.28369 1.01704 2.10655
H 2.41166 -0.27365 0.40761
H -1.85220 -0.61473 1.55392
H 0.21728 -5.86221 1.35506
O -0.00593 -1.79900 2.49216
O -1.84557 3.46964 -3.85873
B -0.84137 2.50028 1.79841